# 1
44
Properties=species:S:1:pos:R:3:lowdin_charge:R:1 method="wB97M-V/def2-TZVPD" e_above_lowest_kj_mol=0.00 homo_lumo_gap_ev=8.881 max_force_ev_per_a=2.22 spin_multiplicity=1 e_tot_ha=-2120.98159 lumo_ev=-7.2 homo_energy_ev=-16.09 charge=+2
Sc 0.1169 0.3665 1.4335 0.8711
P -2.4008 0.1908 0.9100 0.8354
C -2.2409 0.6648 -0.8810 -0.2468
C -0.8847 1.1482 -1.3827 -0.2645
N 0.2077 0.9334 -0.6127 -0.0259
C 1.4541 1.2506 -1.0368 -0.2849
C 1.6310 1.9757 -2.2059 0.0203
C 0.5234 2.2781 -2.9940 0.0286
C -0.7311 1.8284 -2.5822 0.0252
C 2.6414 0.8059 -0.1818 -0.2688
P 2.4430 -0.6425 0.9800 0.8158
H -1.6047 2.0126 -3.2063 0.1412
H 2.6394 2.2910 -2.4947 0.1444
H 0.6566 2.8307 -3.9337 0.1452
H 3.4602 0.4696 -0.8401 0.1094
H 3.0046 1.6633 0.4123 0.1149
H -2.5460 -0.2683 -1.3704 0.1010
H -3.0052 1.4576 -1.0467 0.1167
H -1.2146 -3.4492 -2.5273 0.0172
O -1.5256 -2.9667 -3.3199 -0.0837
H -2.4528 -3.2919 -3.3622 0.0554
H -0.6162 -4.1960 0.8668 0.0668
O -0.2055 -4.0741 -0.0288 -0.0793
H 0.5775 -3.4531 0.0636 0.0227
C 2.9757 -1.9723 -0.1749 -0.2511
H 4.0271 -1.8083 -0.5134 0.0815
H 2.8997 -2.9741 0.3026 0.0652
H 2.3111 -1.9664 -1.0666 0.0649
C 3.8935 -0.5652 2.0955 -0.2361
H 3.9009 -1.4463 2.7598 0.0698
H 4.8531 -0.5238 1.5485 0.0776
H 3.8102 0.3189 2.7476 0.0562
C -3.3895 1.6242 1.4934 -0.2398
H -4.3206 1.7104 0.9149 0.0727
H -3.6067 1.5023 2.5630 0.0648
H -2.7815 2.5283 1.3630 0.0562
C -3.6847 -1.1425 0.9087 -0.2223
H -3.9391 -1.3993 1.9417 0.0623
H -4.5910 -0.8452 0.3720 0.0729
H -3.2527 -2.0219 0.4257 0.0453
C 0.2204 2.0546 2.7217 -0.2254
H 1.1779 2.0688 3.2251 -0.0023
H -0.5434 2.0167 3.4822 0.0004
H 0.1117 3.0157 2.2304 0.0099

---

# 2
98
Properties=species:S:1:pos:R:3:lowdin_spin:R:1 method="wB97M-V/def2-TZVPD" homo_lumo_gap_ev=8.300 max_force_ev_per_a=2.25 spin_multiplicity=3 e_tot_ha=-2315.68906 lumo_ev=-0.1 homo_energy_ev=-8.38
C -4.6208 -4.7893 -2.3916 0.0000
C -3.7909 -4.6337 -1.3222 0.0000
B -2.8082 -5.7907 -1.1434 0.0000
C -1.3141 -5.6251 -1.5897 0.0000
C -1.0915 -6.4321 -2.8840 0.0000
C 0.2757 -7.1174 -3.0325 0.0000
C 0.8150 -7.8649 -1.7916 0.0000
C 2.1410 -7.3289 -1.2396 0.0000
C 2.1060 -5.9679 -0.5453 0.0000
C 2.1141 -4.7452 -1.4529 0.0000
C 2.1614 -3.4184 -0.6731 0.0002
C 1.1181 -3.3191 0.4362 -0.0001
P -3.5210 -7.4473 -0.3952 0.0000
O -2.5068 -8.0057 0.7297 0.0000
O -3.6118 -8.5976 -1.5450 0.0000
S -5.3070 -7.2058 0.3152 0.0000
H -4.6889 -4.0077 -3.1383 0.0000
H -5.2434 -5.6717 -2.4816 0.0000
H -3.8061 -3.7898 -0.6360 0.0000
H -0.7014 -5.9627 -0.7545 0.0000
H -1.1429 -4.5659 -1.7611 0.0000
H -1.1762 -5.7173 -3.7007 0.0000
H -1.8754 -7.1643 -3.0755 0.0000
H 0.1465 -7.8695 -3.8111 0.0000
H 1.0327 -6.4431 -3.4193 0.0000
H 1.0260 -8.8904 -2.0908 0.0000
H 0.0636 -7.9127 -1.0044 0.0000
H 2.9169 -7.3819 -2.0011 0.0000
H 2.4324 -8.0414 -0.4650 0.0000
H 1.3024 -5.9222 0.1858 0.0000
H 3.0255 -5.9041 0.0431 0.0000
H 1.2371 -4.6927 -2.0913 0.0000
H 3.0107 -4.7849 -2.0710 0.0000
H 1.9113 -2.6516 -1.4080 0.0002
H 3.1577 -3.1964 -0.3005 0.0000
H 0.1305 -3.6531 0.1272 0.0000
H 1.0297 -2.2733 0.7192 -0.0003
H 1.4322 -3.8938 1.3033 0.0000
H -2.8384 -8.8712 1.0005 0.0000
H -2.7429 -8.7220 -1.9503 0.0000
C 0.5363 3.8361 -1.6429 0.0022
C 1.1994 2.4350 -1.6386 0.0262
C 1.2430 1.8332 -3.0504 0.0156
C -0.0741 1.2308 -3.5354 0.0008
C -0.6198 0.2544 -2.4969 0.0144
C -0.7772 0.8982 -1.1214 0.0265
N 0.4959 1.5410 -0.6717 0.3581
O 1.3093 0.6181 -0.2685 0.5464
C -1.9374 1.9091 -1.1837 0.0017
C -1.2168 -0.1462 -0.1063 -0.0008
C 2.6410 2.6856 -1.2083 -0.0010
H -0.4591 3.8527 -1.2107 0.0009
H 1.1119 4.5374 -1.0384 0.0001
H 0.4662 4.2481 -2.6507 -0.0002
H 2.0003 1.0428 -3.0725 0.0022
H 1.5834 2.5970 -3.7509 0.0013
H -0.8003 2.0186 -3.7530 0.0003
H 0.0944 0.7044 -4.4770 0.0007
H -1.5847 -0.1403 -2.8227 0.0013
H 0.0568 -0.6041 -2.4265 0.0026
H -2.0345 2.4496 -0.2407 0.0011
H -2.8727 1.3779 -1.3598 -0.0005
H -1.8434 2.6343 -1.9882 0.0000
H -0.5296 -0.9867 -0.0610 -0.0006
H -2.1958 -0.5433 -0.3750 -0.0004
H -1.2996 0.2825 0.8938 0.0002
H 2.6878 3.0346 -0.1764 0.0001
H 3.0676 3.4573 -1.8496 -0.0003
H 3.2614 1.7960 -1.2994 -0.0004
C -1.4925 5.5693 3.4875 0.0022
C 0.0234 5.2398 3.4353 0.0266
C 0.6645 5.3548 4.8254 0.0155
C 0.9649 6.7794 5.2825 0.0008
C 1.7556 7.5214 4.2107 0.0144
C 1.0500 7.5118 2.8571 0.0265
N 0.7045 6.1171 2.4315 0.3585
O 1.7791 5.5371 2.0053 0.5466
C -0.1999 8.4069 2.9458 0.0017
C 1.9366 8.1721 1.8081 -0.0008
C 0.0870 3.7699 3.0307 -0.0004
H -1.7460 6.5297 3.0507 0.0009
H -2.0652 4.8393 2.9157 0.0000
H -1.8708 5.5589 4.5103 -0.0002
H 1.6059 4.7964 4.8246 0.0023
H 0.0209 4.8601 5.5543 0.0014
H 0.0389 7.3087 5.5232 0.0003
H 1.5453 6.7471 6.2065 0.0007
H 1.9273 8.5543 4.5200 0.0013
H 2.7434 7.0603 4.1140 0.0026
H -0.7754 8.3663 2.0199 0.0013
H 0.1049 9.4414 3.1022 -0.0005
H -0.8597 8.1565 3.7731 0.0000
H 2.9137 7.6993 1.7374 -0.0007
H 2.0949 9.2166 2.0742 -0.0003
H 1.4671 8.1409 0.8238 0.0003
H -0.2809 3.6092 2.0161 0.0011
H -0.5408 3.1914 3.7093 -0.0003
H 1.0944 3.3630 3.0942 -0.0004

---

# 3
9
Properties=species:S:1:pos:R:3:lowdin_charge:R:1 method="wB97M-V/def2-TZVPD" e_above_lowest_kj_mol=604.31 homo_lumo_gap_ev="7.522 / 7.591" max_force_ev_per_a=3.84 spin_multiplicity=1 e_tot_ha=-603.69039 lumo_ev="3.6 / 4.5" homo_energy_ev="-3.91 / -3.13" charge=-1
N -0.6691 -0.2099 -1.4419 -0.1569
N -0.5208 -0.1927 1.3523 -0.1202
O -0.3669 1.8959 -0.0813 -0.4334
O 2.3585 -0.8698 0.4575 -0.7851
P 0.1157 0.5364 -0.0523 0.5115
H -0.5514 0.4706 -2.1577 -0.0167
H 0.0260 -1.0151 -1.5815 0.0360
H -0.3676 0.4293 2.0640 -0.0191
H -0.0244 -1.0448 1.4410 -0.0159

---

# 4
195
Properties=species:S:1:pos:R:3:lowdin_charge:R:1 method="wB97M-V/def2-TZVPD" e_above_lowest_kj_mol=350.24 homo_lumo_gap_ev=8.840 max_force_ev_per_a=3.15 spin_multiplicity=1 e_tot_ha=-3523.57170 smiles=COC[C@H](C)N.COC[C@H](C)N.COC[C@H](C)N.COCCNCCOC.COCCNCCOC.COCCNCCOC.COCCNCCOC.COCCNCCOC.COCCNCCOC lumo_ev=0.5 homo_energy_ev=-8.37
C 14.2727 5.6250 21.0622 -0.1174
O 13.9667 6.5091 20.0254 -0.1903
C 14.2523 6.0411 18.6830 -0.1571
C 13.6733 7.0233 17.6562 -0.4067
C 14.0986 8.4838 17.8217 -0.0397
N 12.2661 7.0904 17.8964 0.0482
H 13.5019 5.6901 21.8301 0.0970
H 15.3247 5.7175 21.3321 0.0862
H 14.2648 4.5920 20.7147 0.0572
H 15.3135 5.8911 18.4844 0.1071
H 13.7783 5.0651 18.5793 0.0990
H 13.8130 6.6721 16.6338 0.1211
H 13.5299 9.1222 17.1456 0.0558
H 15.1655 8.5466 17.6076 0.0584
H 13.9482 8.8364 18.8420 0.0828
H 11.9052 6.1496 17.8272 0.0534
H 12.0488 7.4750 18.8046 0.0854
C 15.7256 2.1189 22.2522 -0.1366
O 15.3930 1.3135 23.3339 -0.1771
C 14.3013 1.8122 24.1486 -0.1866
C 14.4749 3.1760 24.7812 -0.4282
C 15.5294 3.1966 25.8776 -0.0662
N 13.1625 3.6941 25.3295 0.0391
H 16.3830 1.5588 21.5872 0.0914
H 16.2898 2.9740 22.6247 0.0826
H 14.8792 2.4391 21.6447 0.0765
H 13.3920 1.8324 23.5478 0.1197
H 14.1533 1.0395 24.9030 0.1273
H 14.7934 3.8064 23.9511 0.1117
H 15.6007 4.1918 26.3165 0.0738
H 16.5108 2.8980 25.5091 0.0774
H 15.3078 2.5000 26.6862 0.0791
H 12.9104 3.0087 26.0272 0.0597
H 13.2893 4.5564 25.8399 0.0594
C 15.4137 12.1821 19.1661 -0.1136
O 14.6836 12.1683 17.9691 -0.2048
C 14.3382 13.4887 17.5503 -0.1827
C 13.6160 13.5161 16.1918 -0.3950
C 14.3239 12.8807 15.0568 -0.0821
N 13.4526 14.9830 15.8656 0.0297
H 16.3418 12.7054 18.9362 0.0629
H 15.6258 11.1507 19.4475 0.0825
H 14.9109 12.6689 20.0018 0.0931
H 13.6753 13.9063 18.3081 0.1259
H 15.2192 14.1177 17.4220 0.1090
H 12.6148 13.0854 16.2075 0.1308
H 13.7160 13.0009 14.1600 0.0821
H 14.3836 11.8012 15.1956 0.0702
H 15.3188 13.2939 14.8910 0.0790
H 14.3066 15.4625 15.6192 0.0622
H 12.8023 15.1562 15.1125 0.0631
C 17.6565 8.9117 20.1904 -0.1373
O 18.4573 10.0111 19.9208 -0.2165
C 19.5975 10.0377 20.8234 -0.1629
C 20.1567 11.4822 20.7675 -0.1699
N 19.4927 12.4592 21.6622 -0.0744
C 18.1381 12.7684 21.4062 -0.2275
C 17.6868 13.8853 22.3658 -0.2067
O 18.5199 14.9942 22.1757 -0.1972
C 18.0090 16.1650 22.7786 -0.1165
H 18.1523 7.9942 19.8735 0.0892
H 16.7568 8.9504 19.5763 0.0685
H 17.3410 8.8724 21.2330 0.0908
H 20.4133 9.3755 20.5335 0.1201
H 19.2336 9.8951 21.8409 0.1194
H 20.1667 11.9249 19.7715 0.0940
H 21.1694 11.5202 21.1687 0.1160
H 20.1127 13.2475 21.7820 0.1067
H 17.4703 11.9156 21.5282 0.1140
H 18.0247 12.9295 20.3341 0.0873
H 17.8541 13.5949 23.4030 0.1238
H 16.6249 14.1124 22.2714 0.1170
H 18.5864 17.0883 22.7325 0.0829
H 18.0011 16.0102 23.8575 0.0845
H 17.0160 16.4577 22.4376 0.0873
C 11.3786 3.1363 19.0276 -0.0853
O 10.9511 3.9515 17.9229 -0.2315
C 9.5746 3.8016 17.5959 -0.2226
C 9.2022 4.9906 16.7646 -0.2140
N 9.7380 4.7129 15.4394 -0.0247
C 9.3779 5.8032 14.5172 -0.1751
C 10.1755 5.5763 13.2140 -0.2154
O 11.5679 5.6694 13.3701 -0.2118
C 12.1513 6.9716 13.2175 -0.0563
H 11.3086 2.0798 18.7689 0.0895
H 10.9677 3.4855 19.9749 0.0959
H 12.4674 3.1532 19.0763 0.0535
H 8.9591 3.7708 18.4950 0.1176
H 9.4588 2.8466 17.0834 0.1267
H 9.6324 5.8814 17.2222 0.0994
H 8.1278 5.1539 16.8489 0.1184
H 10.7441 4.6965 15.5270 0.0864
H 9.5818 6.8037 14.8987 0.1083
H 8.3186 5.7656 14.2628 0.1194
H 9.8923 6.2605 12.4142 0.1120
H 10.0747 4.5696 12.8085 0.1229
H 13.2088 6.8754 12.9713 0.0616
H 12.1709 7.3887 14.2244 0.0752
H 11.5279 7.6009 12.5824 0.0779
C 6.2556 7.6802 17.1064 -0.1141
O 7.5766 8.1519 16.8573 -0.2098
C 8.0851 8.9173 17.9508 -0.2042
C 9.6285 9.0777 17.7060 -0.1955
N 9.8060 9.8700 16.4871 -0.0347
C 11.1918 9.9271 16.0470 -0.2075
C 11.1234 10.6084 14.6934 -0.2340
O 10.4481 9.8460 13.7421 -0.1933
C 10.5501 10.2460 12.4508 -0.1509
H 5.4753 8.4412 17.1004 0.0886
H 6.1818 6.9565 17.9182 0.0839
H 6.0465 7.0568 16.2370 0.0793
H 7.9244 8.3145 18.8446 0.1110
H 7.6879 9.9195 18.1118 0.1172
H 10.0062 8.0606 17.6015 0.0718
H 10.0624 9.5759 18.5730 0.1192
H 9.3242 9.3505 15.7674 0.0911
H 11.5865 8.9261 15.8729 0.0902
H 11.9135 10.4275 16.6928 0.1108
H 12.1420 10.8110 14.3624 0.1057
H 10.5938 11.5531 14.8165 0.1246
H 11.5623 10.1833 12.0513 0.0922
H 10.0278 11.1997 12.3741 0.0936
H 9.9525 9.6615 11.7513 0.0870
C 17.4228 10.7008 16.4819 -0.0803
O 17.7328 11.7811 15.6144 -0.2235
C 17.9306 13.0852 16.2636 -0.1657
C 19.3458 13.1169 16.8651 -0.1702
N 19.6824 14.5375 17.1558 -0.0594
C 19.1938 15.0149 18.4640 -0.1999
C 19.5752 16.4822 18.8318 -0.1955
O 21.0168 16.5742 18.9735 -0.2065
C 21.5393 17.9177 19.2360 -0.0767
H 18.1804 10.5806 17.2563 0.0804
H 17.1580 9.7333 16.0555 0.0699
H 16.4857 11.0476 16.9174 0.0710
H 17.1503 13.3671 16.9706 0.0797
H 17.7583 13.8651 15.5219 0.1144
H 20.1614 12.8525 16.1921 0.1261
H 19.3870 12.5075 17.7679 0.0874
H 20.6761 14.7146 17.1185 0.0983
H 19.6177 14.4000 19.2580 0.0990
H 18.1080 15.0211 18.5599 0.1107
H 18.9722 16.6016 19.7319 0.1016
H 19.2342 17.1781 18.0652 0.1192
H 20.8265 18.3699 19.9256 0.0724
H 21.4880 18.5945 18.3831 0.0792
H 22.5172 17.8060 19.7044 0.0855
C 16.7694 6.3114 15.9176 -0.0707
O 16.1010 7.4687 15.3909 -0.1791
C 15.7985 7.3446 14.0620 -0.2847
C 15.4012 8.6112 13.4064 -0.2326
N 16.4605 9.5702 13.3526 -0.0261
C 16.1610 10.6921 12.4616 -0.2039
C 17.3128 11.6355 12.3463 -0.2190
O 16.9296 12.6545 11.4002 -0.1962
C 17.9013 13.7178 11.3884 -0.1030
H 16.9613 6.4944 16.9748 0.0780
H 17.7308 6.1804 15.4210 0.0922
H 16.2674 5.3485 15.8233 0.0725
H 15.0422 6.5853 13.8630 0.1037
H 16.6389 6.9530 13.4889 0.1286
H 14.5678 9.0458 13.9586 0.1210
H 15.1026 8.2936 12.4074 0.1281
H 16.5050 10.0000 14.2655 0.0686
H 15.3017 11.2610 12.8168 0.1085
H 16.0218 10.3274 11.4439 0.1261
H 18.2145 11.1243 12.0090 0.1305
H 17.4515 12.1343 13.3055 0.0964
H 17.5814 14.6214 10.8696 0.0813
H 18.7328 13.3257 10.8029 0.0799
H 18.2912 13.9929 12.3684 0.0770
C 21.1731 -1.5950 14.5704 -0.0784
O 19.7707 -1.4213 14.9926 -0.2264
C 19.2231 -0.0673 15.1980 -0.1986
C 17.8109 -0.2665 15.7675 -0.1817
N 17.1067 1.0778 15.8700 -0.0546
C 15.8006 0.9054 16.5526 -0.1864
C 15.0449 2.3152 16.6271 -0.2047
O 14.4844 2.5432 15.3401 -0.1976
C 13.5255 3.6178 15.3213 -0.0805
H 21.3098 -1.0869 13.6158 0.0748
H 21.4318 -2.6417 14.4104 0.0784
H 21.8538 -1.1789 15.3131 0.0761
H 19.3349 0.5248 14.2897 0.1120
H 19.8470 0.5233 15.8689 0.1099
H 17.8116 -0.8023 16.7167 0.1181
H 17.2735 -0.8852 15.0488 0.1117
H 16.9861 1.4436 14.9363 0.0993
H 15.9511 0.7150 17.6153 0.1018
H 15.0987 0.1415 16.2181 0.1137
H 15.7165 3.1625 16.7649 0.1010
H 14.3377 2.3632 17.4551 0.0980
H 13.0143 3.6029 14.3587 0.0852
H 13.8831 4.6361 15.4739 0.0653
H 12.7722 3.3916 16.0760 0.0718